# C46H84N9O3RbS2

C46H84N9O3RbS2 as an isolated structure (ωB97M-V with the def2-TZVPD basis set, OMol25).

Atoms and positions in Å:
Rb (0.2577, -0.3857, -0.0401)
C (-5.1762, 6.2303, 1.2161)
C (-3.9628, 5.8184, 2.0607)
C (-3.1007, 7.0552, 2.3463)
C (-4.4688, 5.2686, 3.3934)
C (-3.1451, 4.7854, 1.2954)
C (-2.9029, 3.5326, 1.7429)
C (-2.0736, 2.6140, 1.0141)
N (-1.8009, 1.3712, 1.4154)
C (-2.5364, 0.6587, 2.2655)
C (-3.9425, 0.8401, 2.4843)
C (-4.6192, 0.0865, 3.3816)
C (-3.8504, -0.8246, 4.1824)
C (-2.5290, -1.0957, 4.0260)
C (-1.8382, -0.4761, 2.8894)
O (-0.7287, -0.8533, 2.4791)
C (-1.8637, -2.0906, 4.9902)
C (-2.3305, -3.5098, 4.6441)
C (-2.2944, -1.7611, 6.4271)
C (-0.3287, -2.0700, 4.9845)
C (-6.1257, 0.1512, 3.5833)
C (-6.4357, 0.5763, 5.0256)
C (-6.7358, -1.2310, 3.3168)
C (-6.7770, 1.1577, 2.6362)
C (-1.3545, 3.0685, -0.1822)
O (-0.5356, 2.3258, -0.7670)
C (-1.7031, 4.4052, -0.6842)
C (-2.5641, 5.1644, 0.0390)
C (-1.0917, 4.9100, -1.9887)
C (-1.4346, 3.9544, -3.1410)
C (-1.6152, 6.2960, -2.3725)
C (0.4299, 5.0144, -1.8376)
H (-5.7774, 6.9681, 1.7508)
H (-4.8759, 6.6722, 0.2659)
H (-5.8048, 5.3651, 1.0003)
H (-3.6849, 7.8096, 2.8769)
H (-2.2417, 6.7894, 2.9640)
H (-2.7260, 7.5095, 1.4291)
H (-5.0520, 6.0343, 3.9070)
H (-5.1133, 4.3991, 3.2514)
H (-3.6447, 4.9802, 4.0474)
H (-3.2530, 3.2190, 2.7134)
H (-4.4596, 1.5301, 1.8355)
H (-4.3822, -1.3514, 4.9679)
H (-3.4071, -3.6206, 4.7797)
H (-2.1037, -3.7411, 3.6021)
H (-1.8303, -4.2437, 5.2806)
H (-3.3758, -1.7897, 6.5604)
H (-1.8566, -2.4853, 7.1162)
H (-1.9472, -0.7668, 6.7116)
H (0.0852, -2.4345, 4.0491)
H (0.0598, -1.0635, 5.1389)
H (0.0259, -2.7041, 5.8023)
H (-6.0579, -0.1432, 5.7524)
H (-5.9858, 1.5453, 5.2462)
H (-7.5146, 0.6574, 5.1714)
H (-6.3158, -1.9904, 3.9768)
H (-7.8150, -1.2077, 3.4787)
H (-6.5483, -1.5416, 2.2878)
H (-6.3965, 2.1678, 2.7988)
H (-6.6084, 0.8935, 1.5910)
H (-7.8543, 1.1753, 2.8068)
H (-2.8094, 6.1512, -0.3302)
H (-2.5167, 3.8487, -3.2437)
H (-1.0433, 4.3527, -4.0795)
H (-1.0079, 2.9694, -2.9774)
H (-2.6956, 6.2963, -2.5262)
H (-1.3710, 7.0487, -1.6214)
H (-1.1473, 6.6032, -3.3087)
H (0.8527, 4.0535, -1.5599)
H (0.8759, 5.3405, -2.7800)
H (0.6911, 5.7446, -1.0697)
C (-1.3996, -1.3867, -4.2011)
C (-1.5257, 0.1025, -3.8236)
N (-1.7894, 0.3015, -2.4196)
C (-3.1565, 0.4552, -1.9976)
C (-3.9533, -0.8430, -2.0474)
S (-3.2212, -2.1893, -1.0724)
C (-2.7259, -3.3933, -2.3395)
C (-1.2632, -3.4224, -2.7852)
N (-0.7181, -2.1428, -3.1736)
H (-2.3956, -1.8052, -4.3460)
H (-0.9024, -1.4595, -5.1788)
H (-0.5877, 0.6030, -4.0726)
H (-2.3000, 0.5594, -4.4614)
H (-1.2135, 1.0173, -1.9985)
H (-3.1426, 0.8166, -0.9663)
H (-3.7082, 1.2047, -2.5944)
H (-4.9571, -0.6672, -1.6572)
H (-4.0674, -1.1981, -3.0718)
H (-2.9671, -4.3772, -1.9324)
H (-3.3995, -3.2545, -3.1856)
H (-0.6458, -3.7858, -1.9626)
H (-1.2169, -4.1822, -3.5886)
H (0.2780, -2.2022, -3.3176)
N (3.7386, -2.2435, 1.0166)
C (3.3714, -2.1084, 2.4227)
C (4.0400, -0.8824, 3.0320)
C (3.5126, 0.4037, 2.4083)
C (2.1586, 0.8107, 2.9786)
N (1.4767, 1.7653, 2.1099)
H (3.0715, -2.7968, 0.4914)
H (4.6560, -2.6610, 0.9179)
H (3.6187, -2.9956, 3.0246)
H (2.2855, -1.9840, 2.4785)
H (5.1215, -0.9676, 2.8877)
H (3.8695, -0.8778, 4.1135)
H (3.4082, 0.2501, 1.3314)
H (4.2274, 1.2208, 2.5435)
H (2.3057, 1.1870, 4.0026)
H (1.5062, -0.0614, 3.0629)
H (1.8057, 2.7133, 2.2452)
H (0.4764, 1.7551, 2.2710)
C (2.0918, 1.0528, -3.1139)
N (2.6807, 0.7413, -1.8107)
C (3.8996, -0.0430, -2.0250)
N (4.8702, 0.6662, -2.8638)
C (4.2253, 0.9723, -4.1424)
N (3.0154, 1.7828, -3.9843)
C (3.3890, 3.0227, -3.2959)
N (4.0072, 2.7719, -1.9931)
C (3.0579, 2.0109, -1.1754)
C (5.1904, 1.9368, -2.2058)
H (1.1970, 1.6607, -2.9537)
H (1.8047, 0.1192, -3.6065)
H (3.6347, -0.9862, -2.5104)
H (4.3457, -0.2700, -1.0553)
H (3.9612, 0.0349, -4.6379)
H (4.9322, 1.5145, -4.7749)
H (2.4938, 3.6280, -3.1511)
H (4.0920, 3.5759, -3.9234)
H (2.1541, 2.5969, -1.0107)
H (3.5086, 1.8005, -0.2059)
H (5.6527, 1.7260, -1.2391)
H (5.9051, 2.4844, -2.8248)
C (1.1744, -4.9034, 1.7088)
S (0.2035, -3.4982, 1.1443)
C (-1.2901, -4.4358, 0.8228)
O (0.7840, -3.1356, -0.1980)
H (0.6873, -5.3673, 2.5636)
H (2.1563, -4.5419, 1.9987)
H (1.2581, -5.6002, 0.8754)
H (-1.6047, -4.9257, 1.7414)
H (-1.0734, -5.1671, 0.0440)
H (-2.0567, -3.7374, 0.4998)

## Properties
- relative energy (zero: lowest compared OMol25 entry of this formula, charge and spin) (kcal per mole) = 8.87
- HOMO (spin up / spin down) (eV) = -6.51 / -6.50
- Kohn-Sham gap (spin up / spin down) (eV) = 5.831 / 5.813
- LUMO level (spin up / spin down) (eV) = -0.680 / -0.689

Results of the Löwdin charge analysis, in e, for atoms 1 through 99: 0.762, -0.044, -0.559, -0.044, -0.062, -0.167, 0.024, -0.186, 0.127, -0.181, 0.021, -0.165, 0.022, -0.071, -0.293, -0.163, -0.527, -0.031, -0.053, -0.053, -0.558, -0.042, -0.041, -0.059, -0.285, -0.123, -0.072, 0.030, -0.528, -0.030, -0.068, -0.035, 0.084, 0.077, 0.089, 0.084, 0.091, 0.076, 0.086, 0.074, 0.089, 0.102, 0.105, 0.099, 0.085, 0.065, 0.087, 0.069, 0.084, 0.094, 0.052, 0.091, 0.085, 0.076, 0.089, 0.084, 0.076, 0.085, 0.090, 0.075, 0.087, 0.087, 0.091, 0.092, 0.088, 0.053, 0.088, 0.084, 0.086, 0.046, 0.084, 0.096, -0.202, -0.201, -0.097, -0.284, -0.442, 0.889, -0.462, -0.283, -0.067, 0.092, 0.116, 0.096, 0.120, 0.023, 0.104, 0.119, 0.070, 0.067, 0.067, 0.063, 0.076, 0.118, 0.110, 0.026, -0.297, -0.197, -0.211